No. 1
The following is a DFT calculation (ωB97M-V/def2-TZVPD) of a molecular structure, C15H30ClNO5P2Ti.

Orbital gap (alpha / beta) in hartree: 0.254 / 0.254
2S+1: 1
LUMO (alpha / beta) in eV: 0.1 / 0.1
HOMO energy (alpha / beta) in Ha: -0.2522 / -0.2523

Element x y z (Å)
Ti 0.013837 0.096428 0.417239
P 2.542885 -0.121204 -0.120444
P -2.574582 0.128720 0.236323
N -0.025558 0.922345 -1.212454
H 1.262591 -2.604905 2.041676
C 3.208553 -1.598804 -0.950852
H 4.308177 -1.572399 -0.969211
H 2.825697 -1.634774 -1.980174
H 2.868254 -2.499989 -0.422581
C 3.432586 -0.073264 1.460987
H 4.502844 -0.247826 1.293676
H 3.024619 -0.831838 2.140043
H 3.279674 0.904137 1.935922
C 3.253729 1.254601 -1.082028
H 4.349429 1.262841 -1.014325
H 2.851014 2.201201 -0.701024
H 2.948804 1.160303 -2.131750
C -3.515504 -1.254630 -0.481475
H -4.597462 -1.088186 -0.376416
H -3.237582 -2.187933 0.026840
H -3.263186 -1.353988 -1.545593
C -3.234369 0.237557 1.924341
H -4.330413 0.259842 1.885939
H -2.858204 1.142954 2.415027
H -2.903275 -0.627211 2.512808
C -3.234607 1.607001 -0.594729
H -4.309136 1.717148 -0.400838
H -3.054095 1.528573 -1.673662
H -2.695282 2.488660 -0.226378
C -0.022583 1.698391 -2.304432
C 0.013766 2.003960 -4.753463
C -0.016711 1.166325 -3.643976
C -0.015085 3.132383 -2.178800
C 0.015014 3.959075 -3.296922
C 0.030280 3.398727 -4.583232
H 0.023499 1.562885 -5.754641
H -0.036221 0.076647 -3.731386
H -0.030112 3.526305 -1.158165
H 0.025480 5.042732 -3.150842
H 0.052484 4.049576 -5.457018
C 0.218633 -2.765346 1.730336
O -0.105994 -1.661852 0.869631
C 0.173880 -4.157644 1.115208
H -0.058772 -4.846262 1.942446
H 1.150036 -4.459887 0.716993
H -0.579671 -4.283705 0.335136
C -0.649353 -2.751631 2.990969
H -1.486057 -3.453136 2.864627
H -1.066691 -1.767650 3.210634
H -0.045127 -3.075295 3.854567
O 1.239094 -0.250116 3.776628
Cl 0.329825 0.868354 3.658068
O -0.995161 0.551549 4.164368
O 0.850244 2.044758 4.261993
O 0.145878 1.175483 2.114404

Cartesian forces, eV/Å:
-0.206 0.973 -3.056
-0.028 0.182 0.508
0.116 0.201 0.536
0.082 -1.470 3.255
-0.162 0.125 0.023
-0.082 -0.197 -0.093
-0.300 -0.011 0.000
0.107 -0.018 0.273
0.115 0.219 -0.144
0.481 -0.072 0.054
-0.100 0.084 0.225
0.149 0.158 -0.190
0.062 -0.206 -0.108
-0.048 0.069 -0.025
-0.223 -0.019 -0.019
0.115 -0.192 -0.096
0.028 0.039 0.230
0.037 -0.190 -0.177
0.283 -0.031 -0.025
-0.063 0.255 -0.113
-0.082 0.008 0.254
-0.468 0.028 0.090
0.118 0.024 0.199
-0.089 -0.218 -0.105
-0.090 0.216 -0.159
-0.052 0.021 -0.041
0.198 0.020 -0.081
-0.015 0.041 0.218
-0.153 -0.183 -0.088
-0.021 1.168 -1.866
-0.015 0.275 0.340
0.003 0.208 1.050
0.015 -0.902 -0.013
-0.027 -0.426 -0.018
0.006 -0.059 -0.033
-0.008 0.238 0.322
0.021 0.333 -0.121
0.025 0.010 -0.372
-0.005 -0.352 -0.173
0.001 -0.158 0.208
0.413 0.691 0.204
0.054 -1.117 0.175
0.242 -0.309 -0.046
0.095 0.020 -0.421
-0.238 0.101 -0.131
-0.052 0.166 0.104
-0.259 -0.062 0.085
0.093 0.181 0.116
0.248 -0.059 0.007
-0.325 0.082 -0.279
-0.832 0.923 -0.378
-0.906 -0.727 -0.150
1.485 0.284 -0.762
-0.073 -0.231 -0.590
0.332 -0.134 1.396

---

No. 2
The following is a DFT calculation (ωB97M-V/def2-TZVPD) of a molecular structure, C20H34Cl2N3O4Pt.

Orbital gap (alpha / beta) in hartree: 0.106 / 0.185
2S+1: 3
LUMO (alpha / beta) in eV: 2.5 / 2.5
Charge: -1
HOMO energy (alpha / beta) in Ha: -0.0138 / -0.0945

Element x y z (Å)
O 2.239684 -0.211278 -3.166226
C 1.064663 0.123789 -3.201320
C 0.518276 1.502610 -3.397293
C 0.758851 2.544467 -2.481031
H 0.912688 2.317572 -1.416281
C 0.753673 3.865447 -2.935017
H 1.040774 4.678001 -2.255466
C 0.393454 4.150325 -4.260680
H 0.485949 5.170482 -4.646758
C -0.173858 3.137981 -5.038791
H -0.595833 3.385453 -6.016033
C -0.182272 1.817903 -4.583841
H -0.688317 1.016221 -5.126077
H 0.262299 -0.640212 -3.027157
C -2.345220 -1.470966 -1.332170
C -2.122319 -0.181921 -0.570386
H -2.975633 -1.312688 -2.211893
H -2.807076 -2.192838 -0.655859
H -1.404208 -1.901702 -1.687988
C -2.660779 0.992863 -0.976838
C -4.097320 1.240573 -1.278047
H -1.962294 1.818154 -1.126516
H -4.209880 1.736201 -2.265077
H -4.512702 1.903137 -0.499711
H -4.703759 0.316879 -1.264785
Pt -0.763217 -0.266043 0.839135
Cl -2.900650 -0.606870 1.975297
C -0.754098 0.345186 3.759004
O -0.111125 -0.443674 2.993696
N -1.001169 0.075122 5.038470
C -0.530358 -1.165642 5.644576
C -1.824084 0.943808 5.863691
H -1.161210 1.287479 3.361771
H 0.050573 -1.713704 4.896061
H -1.387320 -1.769098 5.985823
H 0.084042 -0.941473 6.528975
H -2.101944 1.830790 5.289772
H -1.282375 1.256690 6.763845
H -2.736035 0.432900 6.194751
H 4.848496 1.798272 -1.039203
H 4.284959 2.278841 1.377251
C 3.758077 1.840096 -1.164671
C 3.224344 2.021800 1.240896
N 3.093336 1.264871 0.001002
H 3.472430 1.288540 -2.062128
C 2.381349 0.133329 -0.065182
O 1.575147 -0.247148 0.824031
H 2.867119 1.425905 2.082176
H 2.595756 -0.487090 -0.955827
H 3.466641 2.892946 -1.283085
H 2.660240 2.965159 1.180060
H -0.038286 -5.479526 1.539530
H 2.118956 -5.464184 -0.314125
C -0.489791 -5.062038 0.627358
C 1.471377 -4.800300 -0.902467
N 0.458619 -4.183556 -0.048490
H -1.398798 -4.514073 0.888599
C 0.424570 -2.871910 0.140751
O -0.453046 -2.367564 0.920845
H 2.071537 -4.005471 -1.356301
H 1.172379 -2.283090 -0.421320
H -0.721581 -5.892098 -0.050704
H 0.989240 -5.392091 -1.691630
Cl -0.402919 2.068434 0.819032

Cartesian forces, eV/Å:
-0.546 0.687 -0.227
-1.441 -0.899 0.811
-0.026 0.725 -0.195
0.503 0.013 -0.153
0.270 0.049 -0.492
-0.203 0.014 -0.176
-0.201 -0.393 -0.261
-0.088 -0.054 0.385
-0.143 -0.387 0.128
-0.153 0.052 -0.022
0.053 -0.135 0.319
0.713 -0.112 0.344
0.440 0.221 -0.163
0.363 0.093 -0.336
-1.338 -0.072 1.004
0.782 0.742 -3.695
-0.187 -0.089 0.013
-0.079 -0.532 -0.149
0.091 0.129 0.112
0.600 -0.683 -0.290
-0.299 -0.133 -0.863
-0.592 0.382 1.073
-0.263 -0.051 0.352
0.022 -0.122 -0.274
0.241 0.263 -0.049
-0.293 0.700 -0.085
-1.121 -0.307 1.019
1.235 -1.696 -2.560
-0.540 1.809 3.063
-0.011 -0.192 1.036
-0.224 0.167 -0.026
0.134 -0.058 -0.179
0.122 -0.184 0.159
-0.189 0.135 0.213
0.206 0.111 -0.222
-0.020 -0.019 -0.215
0.010 -0.147 0.065
0.053 0.003 -0.102
0.063 -0.006 -0.178
-0.093 0.041 -0.018
-0.127 -0.156 -0.011
0.148 -0.300 0.201
-0.176 0.255 -0.211
0.393 0.500 0.041
0.066 0.118 0.121
-1.383 -0.806 1.514
2.861 0.332 -1.565
-0.092 0.112 -0.205
-0.252 0.413 0.113
-0.036 -0.267 0.041
-0.041 -0.355 0.105
-0.145 0.100 -0.110
-0.044 0.129 -0.120
0.252 -0.088 -0.089
-0.377 0.198 0.277
0.319 -1.195 -0.584
0.273 -0.026 -0.085
-2.326 1.483 1.993
2.608 -2.488 -1.787
-0.050 -0.231 0.046
-0.394 -0.058 0.359
-0.053 0.145 0.130
0.124 0.127 0.090
0.601 1.994 0.571